Formula: C5H5ClFNO4Pt
Source: OMol25
Level of theory: wB97M-V/def2-TZVPD

Element x y z (Å)
O: 2.257 -1.969 -0.577
C: 2.600 -1.108 0.295
F: 3.127 -1.438 1.574
C: 2.370 0.452 -0.057
O: 1.033 0.556 -0.622
C: 0.062 0.906 0.359
O: 0.224 0.760 1.615
N: -1.187 1.519 -0.146
C: -2.386 0.652 0.056
C: -2.057 -0.908 0.283
O: -1.905 -1.323 1.464
Cl: -1.921 -2.191 -1.035
H: 2.595 1.173 0.802
H: 3.137 0.705 -0.895
H: -1.316 2.439 0.316
H: -3.010 0.727 -0.928
H: -3.071 1.058 0.886
Pt: -0.553 -2.011 -3.392

**Highest occupied orbital energy**: -17.806 eV
**Total charge**: +2
**E_LUMO**: -14.57 eV
**E**: -1227.55547 Eh
**Orbital gap**: 3.23 eV

Formula: FHN2O2S
Source: OMol25
Level of theory: wB97M-V/def2-TZVPD

Element x y z (Å)
N: -0.944 0.858 -0.370
N: 1.230 -0.072 0.568
O: -1.176 1.990 -0.485
O: -1.360 -0.241 -0.519
F: 0.943 0.180 1.926
S: 0.517 -1.441 0.179
H: 0.789 -1.274 -1.299

**Highest occupied orbital energy (spin up / spin down)**: -8.386 / -9.596 eV
**Energy above the lowest of the compared OMol25 structures with the same formula, charge and spin**: 5.2888 eV
**E_LUMO (spin up / spin down)**: -0.92 / -0.51 eV
**E**: -758.34754 Eh
**Orbital gap (spin up / spin down)**: 7.47 / 9.08 eV

Formula: C8H32F2N17O12S2
Source: OMol25
Level of theory: wB97M-V/def2-TZVPD

Element x y z (Å)
N: 17.845 18.646 -19.529
S: 17.772 19.866 -20.495
O: 18.459 21.056 -20.077
O: 16.511 19.982 -21.166
F: 18.722 19.344 -21.654
S: 16.660 19.142 -18.456
O: 15.302 19.011 -18.890
O: 16.994 20.253 -17.635
F: 16.848 17.897 -17.498
C: 14.385 18.308 -24.379
O: 14.044 17.141 -24.236
N: 15.542 18.843 -23.901
N: 13.712 19.165 -25.242
H: 15.881 19.719 -24.247
H: 15.969 18.394 -23.113
H: 12.746 18.964 -25.429
H: 13.882 20.116 -24.942
C: 21.024 19.112 -17.168
O: 20.820 17.909 -17.107
N: 22.158 19.647 -16.623
N: 20.253 20.012 -17.856
H: 22.512 20.538 -16.921
H: 22.805 19.062 -16.132
H: 20.626 20.942 -17.895
H: 19.352 19.747 -18.223
C: 12.764 15.806 -18.384
O: 11.889 15.653 -17.541
N: 13.035 14.883 -19.366
N: 13.442 16.981 -18.478
H: 12.714 13.935 -19.321
H: 13.699 15.113 -20.085
H: 14.228 17.162 -19.077
H: 13.063 17.754 -17.964
C: 12.742 20.990 -22.019
O: 13.297 21.135 -23.101
N: 13.329 20.455 -20.922
N: 11.375 21.128 -21.920
H: 12.755 20.117 -20.174
H: 14.327 20.332 -20.863
H: 10.907 21.447 -22.747
H: 10.886 21.108 -21.046
C: 15.517 13.831 -16.258
O: 16.251 13.258 -15.472
N: 15.318 15.193 -16.301
N: 14.712 13.171 -17.152
H: 16.044 15.793 -15.952
H: 14.712 15.580 -17.003
H: 14.014 13.618 -17.715
H: 14.745 12.181 -16.976
C: 21.606 22.733 -22.178
O: 20.896 23.193 -23.059
N: 21.127 22.047 -21.089
N: 22.962 22.650 -22.343
H: 20.141 22.144 -20.888
H: 21.711 22.014 -20.270
H: 23.347 23.115 -23.143
H: 23.550 22.208 -21.663
C: 18.657 18.882 -13.381
O: 19.733 18.714 -12.838
N: 18.479 19.228 -14.701
N: 17.488 18.939 -12.644
H: 17.546 19.212 -15.065
H: 19.296 19.195 -15.284
H: 17.558 18.831 -11.652
H: 16.601 18.944 -13.111
C: 18.872 23.459 -16.474
O: 19.038 24.499 -15.861
N: 18.156 22.394 -15.952
N: 19.358 23.236 -17.744
H: 17.481 22.731 -15.290
H: 18.053 21.628 -16.591
H: 19.044 22.505 -18.361
H: 19.617 24.108 -18.179

**Highest occupied orbital energy**: -7.528 eV
**Total charge**: -1
**Energy above the lowest of the compared OMol25 structures with the same formula, charge and spin**: 0.2182 eV
**E_LUMO**: 2.00 eV
**E**: -3154.30409 Eh
**Orbital gap**: 9.52 eV